Formula: C4H4ClF2N2
Source: the Open Molecules 2025 dataset
Level of theory: the ωB97M-V functional and the def2-TZVPD basis

Last column: Löwdin charge in e.
CARTESIAN COORDINATES (ANGSTROEM)
C  -0.792  -1.169  -0.024  -0.05
C  -1.469  1.071  0.020  -0.43
C  0.675  -1.096  0.308  -0.13
C  1.375  0.060  -0.163  -0.68
N  -1.675  -0.275  0.074  0.20
N  -0.373  1.505  -0.507  0.20
F  -2.491  1.810  0.385  0.18
F  1.560  0.202  -1.484  0.09
Cl  2.463  0.858  0.795  0.97
H  -0.999  -2.109  -0.241  0.09
H  0.754  -1.368  1.458  0.20
H  1.294  -2.031  0.061  0.19
H  -0.323  2.542  -0.682  0.15

For the energy above the lowest of the compared OMol25 structures with the same formula, charge and spin, the calculation gives 167.9 kJ/mol. As for the largest force on an atom: 4.7 eV/Å. Its LUMO energy is -6.3129 eV. As for the molar mass: 153.54 g/mol. Its total charge is +1. The HOMO-LUMO gap is 8.90 eV. The total energy comes out at -923.87799 Eh.

Formula: C29H44N11O5P
Source: the Open Molecules 2025 dataset
Level of theory: the ωB97M-V functional and the def2-TZVPD basis

Last column: Löwdin charge in e.
CARTESIAN COORDINATES (ANGSTROEM)
C  4.113  0.483  -0.616  0.14
C  3.562  -0.556  -0.406  -0.03
C  3.080  -1.902  -0.012  -0.23
O  4.299  -2.680  0.119  -0.04
C  4.643  -2.982  -1.182  -0.58
O  5.668  -3.380  -1.601  0.17
O  3.554  -2.750  -2.058  0.03
C  2.433  -2.763  -1.158  -0.44
C  1.118  -2.299  -1.785  -0.12
C  0.075  -3.394  -2.029  -0.21
C  -1.167  -2.808  -2.777  -0.17
C  -2.184  -2.219  -1.783  -0.24
N  -2.908  -3.250  -1.028  0.02
C  -3.992  -2.697  -0.262  -0.49
C  -3.773  -1.681  0.861  -0.01
O  -5.112  -3.055  -0.495  0.09
P  2.521  -4.544  -0.411  0.98
N  2.421  -5.734  -1.700  -0.16
O  1.227  -4.751  0.632  -0.29
H  4.622  1.411  -0.491  0.03
H  2.456  -1.942  0.908  0.14
H  1.371  -1.890  -2.779  0.13
H  0.637  -1.475  -1.241  0.12
H  0.457  -4.250  -2.599  0.10
H  -0.324  -3.816  -1.092  0.09
H  -0.783  -1.947  -3.349  0.11
H  -1.614  -3.522  -3.475  0.11
H  -2.916  -1.573  -2.299  0.05
H  -1.594  -1.533  -1.134  0.11
H  -2.292  -3.759  -0.398  0.11
H  -3.009  -2.008  1.578  0.08
H  -3.504  -0.707  0.423  0.08
H  -4.693  -1.536  1.425  0.03
H  2.055  -6.575  -1.249  0.03
H  3.392  -5.978  -1.887  0.03
H  1.463  -5.358  1.340  0.04
C  3.169  4.618  -0.745  -0.06
C  2.137  3.599  -0.624  -0.27
N  1.315  2.803  -0.527  0.15
H  4.154  4.170  -0.883  0.07
H  2.982  5.270  -1.597  0.09
H  3.211  5.244  0.145  0.09
C  -1.206  4.199  -1.802  -0.07
C  -2.651  4.065  -1.903  -0.20
N  -3.792  3.958  -1.980  0.12
H  -0.921  5.187  -1.443  0.03
H  -0.784  3.469  -1.113  0.05
H  -0.723  4.050  -2.768  0.09
C  2.233  -2.302  4.684  -0.08
C  1.258  -2.061  3.632  -0.27
N  0.488  -1.871  2.797  0.14
H  2.995  -1.532  4.698  0.02
H  1.764  -2.314  5.667  0.09
H  2.735  -3.261  4.548  0.08
C  -3.011  6.824  1.257  -0.07
C  -1.679  6.670  0.694  -0.27
N  -0.628  6.549  0.249  0.13
H  -3.276  7.875  1.364  0.08
H  -3.766  6.360  0.622  0.07
H  -3.080  6.364  2.242  0.08
C  -4.017  6.869  -3.943  -0.07
C  -3.863  7.705  -2.761  -0.27
N  -3.742  8.367  -1.831  0.14
H  -4.204  5.830  -3.673  0.05
H  -4.850  7.202  -4.562  0.08
H  -3.122  6.888  -4.564  0.08
C  7.701  -3.650  0.751  -0.08
C  8.293  -4.437  1.826  -0.28
N  8.759  -5.055  2.673  0.12
H  6.851  -4.159  0.306  0.06
H  7.350  -2.684  1.113  0.08
H  8.420  -3.460  -0.045  0.09
C  5.466  0.663  3.931  -0.06
C  4.173  0.671  4.601  -0.27
N  3.153  0.677  5.127  0.15
H  5.421  1.201  2.984  0.08
H  6.232  1.134  4.545  0.08
H  5.793  -0.355  3.717  0.08
C  -7.745  -1.645  3.422  -0.07
C  -6.328  -1.930  3.597  -0.27
N  -5.211  -2.154  3.728  0.14
H  -8.075  -0.856  4.096  0.08
H  -7.959  -1.322  2.403  0.08
H  -8.352  -2.527  3.623  0.08
C  -4.978  1.766  -2.161  -0.11
C  -4.223  0.711  -2.821  -0.23
N  -3.626  -0.120  -3.342  0.15
H  -5.856  1.365  -1.656  0.09
H  -4.371  2.279  -1.416  0.03
H  -5.318  2.514  -2.876  0.07

As for the largest force on an atom: 2.3 eV/Å. Its LUMO energy is 0.0900 eV. As for the molar mass: 657.72 g/mol. Its total charge is 0. The HOMO-LUMO gap is 7.90 eV. The SMILES is C#C[C@@H]1OC(=O)O[C@@]1(CCCCNC(C)=O)P(N)O.CC#N.CC#N.CC#N.CC#N.CC#N.CC#N.CC#N.CC#N.CC#N. The total energy comes out at -2451.09543 Eh.

Formula: C27H61BN5O11
Source: the Open Molecules 2025 dataset
Level of theory: the ωB97M-V functional and the def2-TZVPD basis

Last column: Löwdin charge in e.
CARTESIAN COORDINATES (ANGSTROEM)
C  1.965  -3.068  2.258  -0.11
C  0.954  -4.189  2.021  -0.25
C  -0.099  -3.813  0.967  -0.21
C  0.420  -4.054  -0.438  -0.18
N  -0.304  -3.250  -1.456  0.07
C  -0.169  -1.893  -1.241  -0.31
N  0.931  -1.215  -0.923  0.26
C  0.556  0.055  -0.772  -0.27
N  1.355  1.081  -0.443  0.13
C  2.803  0.811  -0.349  -0.07
C  3.541  1.171  -1.653  -0.18
O  4.692  1.951  -1.484  -0.14
C  4.486  3.257  -0.966  -0.24
C  3.709  4.196  -1.893  -0.05
B  0.831  2.437  -0.223  -0.72
O  1.433  3.267  0.679  0.21
O  -0.250  2.830  -0.941  0.05
C  -1.107  3.846  -0.375  -0.02
N  -0.757  0.181  -1.008  0.25
N  -1.199  -1.069  -1.306  -0.03
O  -2.492  -1.221  -1.599  0.02
C  -3.214  -2.052  -0.647  -0.08
C  -4.378  -1.230  -0.119  -0.19
O  -3.924  0.083  0.098  -0.17
C  -4.950  0.978  0.542  -0.24
C  -4.344  2.006  1.478  -0.05
H  2.568  -2.862  1.374  0.06
H  2.648  -3.346  3.060  0.07
H  1.451  -2.154  2.559  0.07
H  0.434  -4.364  2.963  0.11
H  1.467  -5.105  1.730  0.11
H  -1.000  -4.399  1.151  0.11
H  -0.362  -2.764  1.135  0.10
H  0.251  -5.097  -0.703  0.13
H  1.496  -3.881  -0.500  0.11
H  0.040  -3.477  -2.383  0.15
H  2.930  -0.250  -0.154  0.11
H  3.216  1.345  0.501  0.12
H  2.833  1.626  -2.355  0.12
H  3.880  0.249  -2.124  0.13
H  4.014  3.232  0.019  0.09
H  5.486  3.658  -0.816  0.12
H  3.073  3.670  -2.601  0.07
H  4.387  4.833  -2.456  0.08
H  3.084  4.861  -1.296  0.08
H  1.758  2.808  1.461  0.13
H  -2.040  3.811  -0.930  0.10
H  -0.653  4.826  -0.482  0.10
H  -1.303  3.640  0.675  0.09
H  -1.368  0.983  -1.031  0.18
H  -3.566  -2.909  -1.213  0.13
H  -2.553  -2.370  0.155  0.12
H  -4.741  -1.679  0.811  0.13
H  -5.188  -1.242  -0.856  0.14
H  -5.387  1.462  -0.335  0.13
H  -5.728  0.412  1.057  0.12
H  -3.784  2.759  0.927  0.06
H  -3.669  1.486  2.157  0.07
H  -5.132  2.457  2.076  0.08
C  -7.547  -1.567  5.841  -0.10
O  -6.176  -1.394  6.133  -0.19
C  -5.316  -1.271  5.025  -0.21
C  -4.400  -0.067  5.105  -0.19
O  -5.022  1.202  5.036  -0.13
C  -5.873  1.627  6.090  -0.18
C  -5.206  1.895  7.422  -0.20
O  -4.661  0.735  8.017  -0.19
C  -3.312  0.832  8.418  -0.11
H  -7.805  -2.628  5.780  0.09
H  -8.121  -1.119  6.652  0.09
H  -7.829  -1.075  4.905  0.09
H  -5.888  -1.232  4.090  0.12
H  -4.673  -2.161  4.988  0.13
H  -3.769  -0.107  4.211  0.11
H  -3.731  -0.141  5.965  0.11
H  -6.728  0.958  6.206  0.11
H  -6.270  2.586  5.748  0.13
H  -5.979  2.295  8.090  0.13
H  -4.440  2.669  7.301  0.12
H  -2.734  1.473  7.746  0.09
H  -2.884  -0.171  8.392  0.09
H  -3.229  1.218  9.439  0.09
C  3.020  -0.522  -7.951  -0.11
O  3.527  -0.237  -6.664  -0.19
C  3.614  -1.330  -5.778  -0.21
C  4.979  -1.476  -5.136  -0.19
O  6.039  -1.819  -6.000  -0.11
C  6.509  -0.892  -6.964  -0.18
C  7.228  0.321  -6.416  -0.20
O  6.377  1.165  -5.665  -0.19
C  6.817  1.485  -4.363  -0.11
H  1.936  -0.379  -7.989  0.09
H  3.484  0.170  -8.655  0.09
H  3.258  -1.542  -8.264  0.09
H  3.349  -2.266  -6.282  0.12
H  2.891  -1.170  -4.963  0.12
H  4.901  -2.328  -4.453  0.13
H  5.218  -0.601  -4.526  0.10
H  5.721  -0.600  -7.661  0.11
H  7.248  -1.454  -7.541  0.13
H  7.610  0.888  -7.273  0.13
H  8.088  -0.001  -5.820  0.12
H  7.374  0.660  -3.908  0.09
H  5.933  1.672  -3.754  0.07
H  7.443  2.383  -4.362  0.09

As for the largest force on an atom: 0.7 eV/Å. Its LUMO energy is -2.3110 eV. As for the molar mass: 642.62 g/mol. Its total charge is +1. The HOMO-LUMO gap is 8.27 eV. The total energy comes out at -2191.30000 Eh.

Formula: C8H27N3O5
Source: the Open Molecules 2025 dataset
Level of theory: the ωB97M-V functional and the def2-TZVPD basis

Last column: Löwdin spin population.
CARTESIAN COORDINATES (ANGSTROEM)
C  -2.036  0.867  -1.724  0.00
O  -1.344  -0.017  -0.862  0.00
H  -1.759  0.680  -2.762  0.00
H  -3.098  0.757  -1.507  0.00
H  -1.768  1.878  -1.417  0.00
H  -1.271  0.384  0.007  0.00
C  1.059  2.625  -1.498  0.00
O  1.285  1.261  -1.672  0.00
H  1.975  3.117  -1.827  0.00
H  0.161  2.906  -2.047  0.00
H  0.915  2.833  -0.438  0.00
H  0.741  0.721  -1.093  0.00
C  -2.923  -2.539  0.998  0.00
O  -4.070  -3.345  1.379  0.00
H  -3.136  -1.471  1.036  0.00
H  -2.080  -2.643  1.682  0.00
H  -2.599  -2.710  -0.029  0.00
H  -3.879  -4.272  1.216  0.00
C  0.746  -1.118  -4.697  0.10
O  0.527  -1.552  -5.790  0.76
N  1.677  -0.328  -4.408  0.06
N  -0.135  -1.176  -3.729  0.07
H  2.331  -0.025  -5.116  0.00
H  1.626  0.110  -3.499  0.01
H  -0.919  -1.789  -3.902  0.00
H  0.118  -0.977  -2.772  0.00
C  -0.242  -1.025  2.558  0.00
C  0.269  0.374  2.398  0.00
C  1.770  0.276  1.773  0.00
O  2.750  -0.162  2.808  0.00
C  2.949  0.883  3.785  0.00
N  -0.579  1.154  1.549  0.00
H  -1.106  -1.038  3.222  0.00
H  0.553  -1.541  3.096  0.00
H  -0.132  -1.573  1.622  0.00
H  0.218  0.804  3.398  0.00
H  2.067  1.274  1.452  0.00
H  1.905  -0.394  0.924  0.00
H  2.039  1.287  4.227  0.00
H  3.621  1.636  3.373  0.00
H  3.463  0.408  4.621  0.00
H  -0.203  2.073  1.731  0.00
H  -1.485  1.385  1.932  0.00

For the energy above the lowest of the compared OMol25 structures with the same formula, charge and spin, the calculation gives 0.0 kJ/mol. The multiplicity is 2. As for the largest force on an atom: 6.7 eV/Å. Its LUMO energy (alpha / beta) is -2.8987 / -9.1196 eV. As for the molar mass: 245.32 g/mol. As for the expectation value of S²: 0.754. Its total charge is +1. The HOMO-LUMO gap (alpha / beta) is 9.34 / 3.12 eV. The total energy comes out at -861.04227 Eh.

Formula: C28H22ClF3N3O7PmS
Source: the Open Molecules 2025 dataset
Level of theory: the ωB97M-V functional and the def2-TZVPD basis

Last column: Löwdin spin population.
CARTESIAN COORDINATES (ANGSTROEM)
Pm  13.283  21.012  6.307  4.04
O  7.720  23.864  5.997  0.00
C  8.574  24.515  5.263  0.00
O  8.264  25.321  4.454  0.00
C  10.042  24.187  5.421  0.00
C  11.030  24.954  4.854  0.00
Cl  10.930  26.355  3.897  0.00
N  12.278  24.547  5.240  0.00
N  12.148  23.560  6.138  0.00
C  10.826  23.302  6.241  0.00
C  10.412  22.215  7.165  0.00
O  9.248  22.232  7.565  0.00
O  11.294  21.341  7.411  -0.01
C  13.582  25.110  5.214  0.00
C  14.008  26.346  5.299  0.00
C  15.346  26.662  4.925  0.00
C  16.078  25.909  4.072  0.00
C  15.820  24.459  4.058  0.00
C  14.710  24.054  5.005  0.00
H  8.219  23.277  6.595  0.00
H  13.379  27.170  5.654  0.00
H  15.756  27.670  5.331  0.00
H  16.974  26.228  3.626  0.00
H  16.007  23.916  3.152  0.00
H  14.761  22.305  4.120  0.00
C  17.028  18.415  7.117  0.00
C  17.801  19.557  6.369  0.00
C  18.209  20.615  7.385  0.00
C  19.086  19.038  5.611  0.00
C  16.890  20.248  5.446  0.00
N  16.024  20.729  4.830  0.00
H  17.669  18.167  7.938  0.00
H  16.806  17.511  6.503  0.00
H  16.009  18.737  7.475  0.00
H  19.028  20.191  8.018  0.00
H  17.324  20.838  7.962  0.00
H  18.565  21.545  6.965  0.00
H  19.727  18.607  6.411  0.00
H  19.453  19.832  5.055  0.00
H  18.741  18.250  4.940  0.00
F  16.712  23.548  8.160  0.00
C  15.704  23.844  7.322  0.00
F  14.592  23.989  8.140  0.00
F  14.611  20.852  7.927  -0.01
C  15.773  23.862  5.977  0.00
O  16.840  23.930  5.088  0.00
O  14.081  22.856  4.535  0.00
C  13.685  9.532  6.699  0.00
C  13.484  11.069  6.356  0.00
O  12.528  11.543  5.810  0.00
S  14.783  12.138  6.881  0.00
C  14.209  13.715  6.370  0.00
C  13.274  14.492  7.053  0.00
C  13.130  15.834  6.727  0.00
C  13.899  16.415  5.706  0.00
C  14.772  15.641  5.007  0.00
C  14.951  14.317  5.364  0.00
C  13.549  17.740  5.430  0.00
C  13.415  18.942  5.157  -0.02
H  14.764  9.364  6.740  0.00
H  13.027  8.898  6.041  0.00
H  13.269  9.405  7.694  0.00
H  12.657  14.016  7.811  0.00
H  12.566  16.482  7.367  0.00
H  15.304  16.130  4.214  0.00
H  15.747  13.667  4.917  0.00

For the energy above the lowest of the compared OMol25 structures with the same formula, charge and spin, the calculation gives 281.2 kJ/mol. The multiplicity is 5. As for the largest force on an atom: 3.6 eV/Å. Its LUMO energy (alpha / beta) is -1.1498 / -1.1481 eV. As for the molar mass: 782.01 g/mol. As for the expectation value of S²: 6.005. Its total charge is 0. The HOMO-LUMO gap (alpha / beta) is 7.31 / 7.32 eV. The total energy comes out at -3537.41414 Eh.

Formula: C3H6N2O2S
Source: the Open Molecules 2025 dataset
Level of theory: the ωB97M-V functional and the def2-TZVPD basis

Last column: Löwdin charge in e.
CARTESIAN COORDINATES (ANGSTROEM)
C  -0.122  -1.252  0.059  -0.20
C  1.035  -0.417  0.668  -0.23
C  -0.524  -0.587  -1.197  -0.34
N  1.564  0.480  -0.356  -0.30
N  -1.553  1.350  0.261  -0.35
O  -0.665  2.179  -0.025  -0.20
O  -2.451  1.459  1.074  -0.05
S  0.402  0.746  -1.569  1.11
H  0.052  -2.232  -0.324  0.10
H  -1.052  -1.389  0.754  0.16
H  0.645  0.092  1.449  0.07
H  1.954  -0.852  0.948  0.11
H  -1.179  -0.789  -1.975  0.05
H  1.893  1.214  0.233  0.08

For the energy above the lowest of the compared OMol25 structures with the same formula, charge and spin, the calculation gives 698.7 kJ/mol. As for the largest force on an atom: 4.8 eV/Å. Its LUMO energy (alpha / beta) is -0.4610 / -0.4603 eV. As for the molar mass: 134.16 g/mol. Its total charge is 0. The HOMO-LUMO gap (alpha / beta) is 7.28 / 7.28 eV. The total energy comes out at -775.87404 Eh.